Below is a structure of composition C4HN3O at a distorted geometry, with properties calculated with ωB97M-V with the def2-TZVPD basis set.

E_HOMO: -0.4593 Eh
HOMO-LUMO gap: 9.880 eV
LUMO level: -2.62 eV

Positions of all 9 atoms, in Å:
C1 1.518 1.943 0.548
C2 1.667 0.703 -1.466
C3 -0.536 1.596 -0.685
C4 0.839 1.222 -0.454
N1 2.060 2.348 1.471
N2 2.202 0.113 -2.303
N3 -1.618 1.708 -0.981
O1 0.415 -0.435 0.307
H1 0.395 -0.958 -0.410